Here is 2 unconnected molecules or ions with the total composition C8H13NO in a non-equilibrium geometry from the Open Molecules 2025 dataset. Energies are from wB97M-V/def2-TZVPD.

XYZ file:
```
23
Properties=species:S:1:pos:R:3:forces:R:3:mulliken_charge:R:1
O 1.3623 -0.9472 -0.6747 -0.1532 2.5908 -1.4811 -0.69
C 2.1882 -0.3927 -1.6197 -0.9445 -0.1484 0.7653 0.66
C 1.7897 0.8219 -2.1790 0.0109 0.3406 -0.2535 -0.55
C 2.5882 1.4318 -3.1433 -0.1613 0.1083 0.0332 -0.29
C 3.7831 0.8390 -3.5548 0.2396 0.0830 -0.2242 -0.56
C 4.1752 -0.3744 -2.9919 0.0461 -0.0172 -0.0278 -0.51
C 3.3813 -0.9922 -2.0254 0.3216 -0.2396 -0.0465 -0.34
H 1.7651 -1.7959 -0.3688 0.5070 -0.2810 0.1278 0.79
H 0.8474 1.2761 -1.8454 0.4794 -0.2543 -0.1485 0.35
H 2.2692 2.3875 -3.5797 0.1691 -0.4455 0.1903 0.33
H 4.4092 1.3238 -4.3154 -0.3124 -0.2411 0.3801 0.34
H 5.1125 -0.8525 -3.3057 -0.4332 0.2386 0.1376 0.32
H 3.6916 -1.9480 -1.5829 -0.0761 0.5689 -0.2398 0.25
C 1.7751 -3.9165 -1.1947 0.0080 -0.1691 -0.5607 -0.93
N 2.0721 -3.1074 -0.0166 0.9264 -2.4368 0.9453 -0.41
C 1.0671 -3.2968 1.0251 -0.3483 0.0356 0.5503 -0.97
H 0.8434 -3.5401 -1.6496 0.3744 -0.1328 0.1258 0.32
H 1.6465 -4.9876 -0.9646 0.0204 0.2800 0.0019 0.36
H 2.5925 -3.8098 -1.9275 -0.4238 -0.0574 0.2450 0.32
H 2.9907 -3.3833 0.3534 -0.4839 0.2520 -0.1966 0.23
H 0.9235 -4.3546 1.3025 0.0471 0.2479 -0.1165 0.35
H 1.3634 -2.7339 1.9261 -0.1786 -0.1919 -0.3873 0.31
H 0.1070 -2.8954 0.6595 0.3652 -0.1306 0.1799 0.31
```
Positions in Å, forces in eV/Å.

Orbital gap ... 8.743 eV
SMILES ... Oc1ccccc1.CNC
Calculated total energy ... -442.6044 Eh
ΔE to the lowest compared entry with this formula, charge and spin ... 65.3 kJ/mol

---

Here is a single C8H13NO2 molecule in a non-equilibrium geometry from the Open Molecules 2025 dataset. Energies are from wB97M-V/def2-TZVPD.

XYZ file:
```
24
Properties=species:S:1:pos:R:3:forces:R:3:mulliken_charge:R:1
C -1.5353 2.4408 -2.2257 -0.7325 0.3022 -2.9555 -1.20
C -0.8012 1.6426 -1.2885 1.7199 -0.4917 1.4121 0.52
C -1.1637 1.0148 -0.2056 4.4210 -2.4700 2.6047 -0.47
N 0.3583 0.3998 0.5104 -4.1724 4.6486 -1.6864 -0.09
C 0.4520 -0.9809 0.8411 0.8696 -0.8254 -0.3981 1.86
C -0.3354 -1.0411 2.0810 -2.9628 0.0972 2.5560 -1.79
C -0.0353 -2.0302 -0.1801 -0.8421 0.1055 0.6395 -1.39
C 1.8935 -1.1627 1.2869 3.0345 -0.3132 -2.0623 -1.52
O 1.2785 0.9421 -0.4147 0.6320 -1.6811 0.4969 -0.23
C 0.7345 1.5850 -1.4254 -1.6341 0.1223 -0.2511 0.52
O 1.3879 2.0979 -2.2810 0.1614 0.3664 -0.4722 -0.61
H -2.0049 3.3471 -1.7914 0.3899 -0.5250 -0.3930 0.29
H -2.3192 1.7868 -2.7133 0.5817 0.9626 0.4858 0.27
H -0.7703 2.6700 -3.0448 -1.3038 0.2755 0.9602 0.32
H -1.9128 0.7716 0.5186 -0.6778 0.2586 -0.4707 0.37
H 0.0694 -0.3532 2.8510 -0.5789 0.2913 -0.7757 0.45
H -1.4525 -0.8050 1.8293 1.8175 -0.4612 0.8878 0.32
H -0.2927 -1.9729 2.6975 -0.1387 0.0593 -1.2692 0.40
H -0.5505 -1.6144 -1.0771 0.7493 -0.1162 0.5543 0.27
H -0.8477 -2.6233 0.3689 1.5131 0.1713 -1.0197 0.30
H 0.9088 -2.5343 -0.4003 -0.8670 -0.8034 -0.6315 0.38
H 2.3248 -2.2115 1.1832 -0.9737 1.0718 0.3137 0.34
H 2.5891 -0.5424 0.5666 -1.2077 -1.1353 1.6222 0.37
H 2.0245 -0.8263 2.3132 0.2014 0.0898 -0.1479 0.33
```
Positions in Å, forces in eV/Å.

Orbital gap ... 9.570 eV
SMILES ... Cc1cn(C(C)(C)C)oc1=O
Calculated total energy ... -517.7215 Eh
ΔE to the lowest compared entry with this formula, charge and spin ... 423.7 kJ/mol

---

Here is a single C8H13NO2 molecule in a non-equilibrium geometry from the Open Molecules 2025 dataset. Energies are from wB97M-V/def2-TZVPD.

XYZ file:
```
24
Properties=species:S:1:pos:R:3:forces:R:3:mulliken_charge:R:1
C 2.2524 -1.7763 -0.6392 1.6390 -3.9209 0.4647 0.05
C 3.0300 0.9154 0.1151 1.2028 -0.3577 -1.8410 0.17
C 2.7107 -0.2285 0.9203 -2.4588 0.7302 2.0192 -0.15
C 0.7183 -0.0018 -0.7996 -0.6152 -1.4074 1.8543 -1.15
C -1.4058 -1.2885 -0.0288 4.6902 -0.4966 -1.6669 -1.52
C -1.5409 0.9092 -1.0818 0.3392 0.8574 -0.7386 -2.15
C -0.4979 0.9120 1.1310 -1.0351 -2.3773 1.3690 -1.49
C -0.6770 0.0890 -0.2359 0.8157 -0.5240 2.8244 2.41
N 2.8768 -1.4752 0.4344 -0.4174 0.4443 -0.8851 -0.45
O 2.9642 2.0782 0.4355 -0.1330 0.4899 0.2615 -0.54
O 1.1702 -1.2264 -1.1704 -0.1323 -0.0546 -0.7505 -0.36
H 2.5037 -2.8418 -1.0322 -0.7833 2.1885 0.0936 0.35
H 3.4749 0.6118 -0.9570 -0.7547 0.3750 1.6887 0.28
H 2.2614 -0.0986 1.9991 1.3487 -0.1924 -2.1413 0.32
H 1.0402 0.8210 -1.3459 0.9506 1.2254 -0.9524 0.68
H -2.1042 -1.3057 0.7128 -1.5128 0.1166 2.4883 0.48
H -0.5864 -2.1390 0.0721 -2.0820 1.5632 -0.0287 0.25
H -1.9588 -1.3857 -0.9265 -0.3562 -0.9453 -1.0088 0.37
H -1.0702 1.7027 -1.5922 0.8960 1.1313 -0.4328 0.45
H -1.9971 0.3455 -1.8096 -0.9299 -1.4394 -2.0376 0.53
H -2.3242 1.3294 -0.5543 -1.6407 0.8778 1.3233 0.49
H -1.3632 1.5484 1.2842 0.0041 0.3444 -0.1659 0.43
H 0.4134 1.4760 1.1579 0.3786 0.3736 0.0480 0.31
H -0.5604 0.2122 2.0703 0.5866 0.9981 -1.7855 0.25
```
Positions in Å, forces in eV/Å.

Orbital gap (alpha / beta) ... 8.274 / 7.744 eV
Calculated total energy ... -517.6845 Eh
ΔE to the lowest compared entry with this formula, charge and spin ... 521.0 kJ/mol

---

Here is a single C8H13NO4S2 molecule in a non-equilibrium geometry from the Open Molecules 2025 dataset. Energies are from wB97M-V/def2-TZVPD.

XYZ file:
```
28
Properties=species:S:1:pos:R:3:forces:R:3:mulliken_charge:R:1
C 0.4236 2.0096 1.4105 5.7186 1.1496 2.6075 -0.28
C -0.7884 1.7012 1.0405 -6.3272 -2.5689 -2.3629 -0.78
C 1.6934 1.4745 1.0207 -2.0050 0.7913 -0.0680 -0.72
C -1.3874 0.6125 0.3688 0.1267 1.9565 -1.1363 0.83
C 1.8058 1.0211 -0.2561 3.5479 -0.9239 0.7104 -0.76
C -0.8011 -0.6005 0.0986 1.3953 -1.5242 1.2971 0.48
C -1.6870 -2.5752 -0.5031 -3.2575 -2.0892 0.8749 -0.83
C -2.6579 0.7541 -0.4409 -0.1128 0.8715 -0.1183 -1.08
N 0.0225 -1.2352 1.0662 -1.9277 1.4870 -1.2682 -0.59
O 3.4496 0.0890 -2.2297 -0.2622 0.5481 1.9303 -0.61
O 4.3564 0.9738 -0.0210 -0.2269 -0.9931 -0.7819 -0.61
O 3.0839 -1.2044 -0.1553 1.3553 -0.2168 0.5893 -0.52
O -1.3605 -1.2849 -0.8974 1.3119 -0.4773 -0.6119 -0.25
S -2.4323 1.3449 -2.1405 0.9242 -1.7692 -1.2124 -0.22
S 3.3347 0.2989 -0.7955 -0.6167 0.1444 0.1059 1.18
H 0.4523 2.8315 2.1405 0.2782 -0.5108 0.0370 0.27
H -1.6097 2.2544 1.4011 -0.5452 1.5479 0.3720 0.37
H 2.4813 1.5143 1.7260 0.9206 0.3648 0.2102 0.45
H 1.0009 0.9317 -0.8469 -2.5668 -0.0937 -2.4577 0.95
H -2.7047 -2.4653 0.0646 1.5116 -0.4043 -0.6940 0.28
H -0.9838 -2.9563 0.2644 -0.4278 -0.3228 -1.0772 0.36
H -1.9658 -3.2507 -1.3844 1.1076 1.0346 1.1613 0.25
H -3.2613 1.5768 -0.1641 -0.7734 0.6156 1.3991 0.43
H -3.2650 -0.1209 -0.6173 -0.0473 -0.1921 0.8440 0.29
H 0.7164 -1.7377 0.5809 1.3862 -0.9218 -0.3514 0.28
H 0.4331 -0.4454 1.5335 0.6042 0.0084 0.7254 0.33
H 3.8750 -1.5447 0.3553 -1.0085 0.7905 -0.8723 0.35
H -2.2241 0.0327 -2.6193 -0.0834 1.6983 0.1479 0.14
```
Positions in Å, forces in eV/Å.

Spin multiplicity ... 3
Orbital gap (alpha / beta) ... 6.327 / 6.901 eV
Expectation value of S² ... 2.0106
Calculated total energy ... -1464.5029 Eh

---

Here is a single C8H13O4P molecule in a non-equilibrium geometry from the Open Molecules 2025 dataset. Energies are from wB97M-V/def2-TZVPD.

XYZ file:
```
26
Properties=species:S:1:pos:R:3:forces:R:3:mulliken_charge:R:1
C -3.5459 -0.3140 -2.6233 2.4901 0.9073 -1.3917 -0.67
C -2.3944 -0.9833 -2.5420 -0.1249 3.0700 0.1739 -0.38
C -1.0468 -0.3520 -2.4673 2.9896 1.4030 2.7960 -0.43
C -0.7704 -0.3035 -0.6131 -1.5528 -0.7322 1.0002 0.04
C -0.0547 0.2430 0.4484 -1.0457 0.3361 -3.5954 0.02
C -0.3951 -0.0866 1.8614 1.8024 0.9197 -0.4287 0.20
O -1.1176 -0.9494 2.2059 -1.4808 -1.2837 0.7767 -0.55
O 0.3912 0.6536 2.6885 0.1864 0.9331 -4.0790 -0.22
C 0.3851 0.3974 3.9857 -1.8589 -2.3563 4.2821 -0.71
P 1.0774 1.6215 0.2666 1.7877 -2.2347 0.0139 0.80
O 0.7006 2.7408 1.0969 -0.0304 1.5811 0.2874 -0.65
O 2.5304 0.9499 0.5971 -1.2525 0.7800 0.7112 -0.35
C 3.0763 -0.2908 0.1265 -0.5375 0.6223 0.0195 -0.56
H -4.5109 -0.7324 -2.7155 -0.8045 -0.3540 0.3829 0.33
H -3.3312 0.7237 -2.8923 -0.9714 0.0410 0.1238 0.23
H -2.3321 -1.9118 -2.1699 -0.2239 -3.8033 0.6657 0.46
H -0.8727 0.7262 -2.8522 -0.6060 -1.8834 0.5875 0.34
H -0.1465 -1.0110 -2.7801 -1.7576 1.0269 0.2913 0.27
H -1.6106 -0.9464 -0.1364 1.3464 0.6640 -1.1766 0.28
H 0.1739 -0.7442 4.0299 0.2873 1.7813 1.0216 0.29
H -0.4334 0.9913 4.5171 0.7471 -0.9740 -0.5655 0.25
H 1.3060 0.6578 4.5250 0.0352 -0.0991 -0.7636 0.24
H 1.2669 1.8891 -1.0840 -0.3845 0.0007 -0.4598 0.02
H 3.4727 -0.8503 0.9673 -0.2347 -0.0608 0.3724 0.22
H 3.9600 0.1434 -0.3595 -0.2841 -1.3356 -1.0712 0.26
H 2.2810 -0.9485 -0.3702 1.4778 1.0506 0.0256 0.26
```
Positions in Å, forces in eV/Å.

Orbital gap ... 10.287 eV
SMILES ... C=CC/C=C(/C(=O)OC)[P@@H](=O)OC
Calculated total energy ... -954.8221 Eh
ΔE to the lowest compared entry with this formula, charge and spin ... 347.1 kJ/mol

---

Here is 2 unconnected molecules or ions with the total composition C8H13OP in a non-equilibrium geometry from the Open Molecules 2025 dataset. Energies are from wB97M-V/def2-TZVPD.

XYZ file:
```
23
Properties=species:S:1:pos:R:3:forces:R:3:mulliken_charge:R:1
C -1.0969 1.7140 0.1633 -0.0999 -0.0382 3.8065 -0.34
C -1.5826 1.3001 -1.0219 0.9667 -2.1327 -1.6696 -0.64
C -1.1796 0.6458 1.0892 -2.2842 1.8951 0.4614 -0.15
C -1.8013 -0.1414 -0.9685 -2.4477 -0.1043 -1.4059 -0.63
C -1.7910 -0.4949 0.3492 0.5164 -0.4352 0.7432 0.31
C -2.1739 -1.7646 1.0604 -2.0788 -0.6640 -3.9591 -1.24
C 1.2175 -0.5780 -1.4415 -0.5076 0.0851 2.5738 -0.77
C 2.3354 0.0792 -0.5373 -4.6997 -2.3055 2.0259 -0.48
O 1.9046 1.2561 0.1523 0.8230 -0.6740 -1.8581 -0.17
P 1.2410 1.2367 1.6089 1.4351 2.0957 1.0040 -0.03
H -0.8892 2.6779 0.5844 0.1051 0.4936 -0.7361 0.51
H -1.4800 1.8428 -1.9155 -0.4669 0.7278 -1.0786 0.48
H -1.2169 0.9514 2.2053 -0.0071 -1.4269 -1.9614 0.37
H -2.2084 -0.7196 -1.8774 0.8052 0.7864 1.8126 0.28
H -1.3834 -2.4555 1.0458 1.4703 -0.7784 0.7825 0.31
H -2.9416 -2.3942 0.3998 1.1480 1.6099 1.3777 0.29
H -2.6079 -1.5574 1.9941 -0.2981 -0.0157 1.3287 0.37
H 0.8883 0.0903 -2.1948 -0.5692 0.8184 -0.6783 0.28
H 1.7464 -1.3644 -1.9500 -0.1091 -0.8107 -0.1235 0.48
H 0.2683 -0.9411 -0.8023 2.5900 0.6561 -1.6180 0.01
H 3.1075 0.3583 -1.1221 2.8831 0.6401 -1.5944 0.42
H 2.4864 -0.7708 0.1784 0.8853 0.9751 -0.2563 0.30
H 1.0792 2.7256 1.4131 -0.0601 -1.3977 1.0229 0.02
```
Positions in Å, forces in eV/Å.

Spin multiplicity ... 3
Orbital gap (alpha / beta) ... 6.786 / 6.285 eV
Expectation value of S² ... 2.0166
Calculated total energy ... -729.0006 Eh